Entry 1:
Below is one molecule with the formula C8H15N3O4, with properties calculated with ωB97M-V with the def2-TZVPD basis set.

Last column: natural (NBO) charge in e.
Atoms and positions in Å:
O -1.34649 -3.17037 1.45061  -0.68
O -1.38389 -1.84023 -0.29838  -0.59
O 0.18018 -0.18576 0.77227  -0.66
O -1.25998 4.39480 0.46269  -0.62
N 0.33375 2.87232 1.24779  -0.84
N 1.22730 -1.72847 -0.46717  -0.67
N -0.57994 0.15721 -2.36593  -0.84
C -0.54633 3.40561 0.37585  0.68
C 0.81339 -2.65170 0.49889  -0.12
C 0.74406 1.93913 -1.35146  -0.45
C -0.56657 2.45714 -0.84203  -0.50
C -0.78338 -2.47747 0.45961  0.82
C 0.67757 -0.53889 -0.33565  0.71
C 1.62991 -2.57677 1.92888  -0.60
C 0.68704 0.45928 -1.71442  -0.08
H 1.23164 -3.51719 2.42773  0.22
H 0.86932 2.57423 -2.20026  0.23
H 1.52872 2.21236 -0.67586  0.21
H 2.53093 -2.79185 1.52305  0.19
H 2.14605 -1.94608 -0.86256  0.42
H -2.25232 -2.87567 1.45499  0.49
H -1.01928 2.96171 -1.71128  0.23
H -0.32632 -0.24699 -3.27923  0.36
H 0.87911 -3.74129 0.14615  0.22
H -1.04044 -0.66865 -2.04823  0.39
H 1.70170 0.24426 -2.26145  0.19
H 1.70588 -1.74310 2.69213  0.24
H 0.35986 3.07165 2.22429  0.40
H -1.46372 1.71515 -0.48251  0.25
H 0.82843 1.95859 0.93474  0.42

## Properties
HOMO level: -8.945 eV
SMILES: C[C@H](NC(=O)[C@@H](N)CCC(N)=O)C(=O)O
total energy: -21197.8006 eV
relative energy (zero: lowest compared OMol25 entry of this formula, charge and spin): 3.777 eV

---

Entry 2:
Below is a 7-piece molecular cluster, C40H35ClN6O17 overall, with properties calculated with ωB97M-V with the def2-TZVPD basis set.

Last column: Löwdin charge in e.
Atoms and positions in Å:
Cl -4.02097 3.86680 -1.76978  0.79
O 1.81658 -3.74368 -2.71173  0.06
O -9.52411 -2.80274 -9.95297  0.07
O 2.05569 3.60846 -5.09327  0.07
O 1.89864 4.85040 -3.34420  0.07
O 7.03501 -2.61281 9.52594  0.08
O -4.98223 -0.01432 -0.27421  -0.02
O 4.88405 2.48113 3.41017  0.08
O 6.19215 0.77656 3.41961  0.06
O -8.83133 -2.83155 -7.91691  0.07
O -4.61097 1.27754 -0.76259  -0.16
O -5.08411 2.30436 -3.55174  0.07
O 0.06578 -0.40273 1.03044  0.07
O 1.61968 -2.58043 -4.50972  0.07
O -5.87432 2.40674 -5.65356  0.18
O -6.54751 3.88154 -4.08961  0.08
O 1.26675 0.99021 2.14207  0.07
O 5.99911 -0.82115 10.10993  0.06
N 1.22519 -2.95371 -3.42388  -0.35
N 2.13280 3.79388 -3.89563  -0.35
N 5.58804 1.67272 3.97954  -0.34
N -9.04375 -2.27033 -8.97291  -0.35
N 6.03492 -1.93168 9.61658  -0.35
N 1.08638 -0.08609 1.60777  -0.34
C 3.21607 0.38232 -2.86010  -0.06
C 2.45326 -3.47035 8.01692  -0.07
C 3.60743 -4.24222 7.99347  -0.06
C -0.73665 -1.49265 -3.70684  0.00
C 2.53974 2.65432 -3.04973  -0.15
C -7.80683 1.12897 -8.06836  -0.05
C 4.30154 -2.81127 1.62083  -0.06
C 5.90864 1.94268 8.17092  -0.07
C 5.70795 1.77210 5.44416  -0.15
C -5.84618 2.81993 -4.54700  -0.54
C -5.78348 1.85077 -1.29555  -0.19
C 4.78804 -3.74558 8.52212  0.00
C 2.98866 1.76133 -0.89358  -0.06
C -5.41267 2.90521 -2.31245  -0.75
C 4.43668 -1.57928 2.24868  -0.06
C -6.60834 3.79398 -2.67161  -0.11
C 5.10311 2.83856 7.48023  -0.06
C 3.29485 0.54061 -1.48215  -0.06
C 4.99611 2.75922 6.10058  0.00
C -8.06507 1.82042 -9.24501  -0.07
C -8.63603 1.17317 -10.33315  -0.07
C 6.61600 0.96344 7.48588  -0.07
C -1.90885 -0.95350 -3.20151  -0.05
C -1.64591 -2.22260 -1.17205  -0.06
C 3.11050 -3.15553 0.99403  -0.06
C 2.83344 1.44804 -3.65917  0.00
C 4.77839 -2.47561 9.06858  -0.15
C -0.04401 -2.39705 -2.92357  -0.15
C 2.04413 -2.27011 0.99776  -0.01
C -8.69566 -0.83923 -9.07101  -0.15
C -8.12471 -0.21729 -7.97624  0.00
C -0.48233 -2.78242 -1.67100  -0.02
C 3.64284 -1.68768 9.10692  0.00
C 2.60791 2.83617 -1.68073  0.00
C 3.37887 -0.68438 2.25402  0.00
C -2.36024 -1.30859 -1.93605  -0.05
C 6.51981 0.86953 6.10730  0.00
C -8.95801 -0.17232 -10.25337  -0.01
C 2.47072 -2.19764 8.57214  -0.06
C 2.20048 -1.05173 1.63023  -0.16
H -4.92360 0.11506 0.68221  0.11
H 1.53547 -3.86239 7.59908  0.11
H 7.05509 0.11264 5.55415  0.12
H -1.98333 -2.48820 -0.17946  0.11
H -8.83246 1.71549 -11.24817  0.11
H -6.40623 2.29583 -0.51206  0.14
H -6.54400 4.78818 -2.25173  0.13
H 3.01244 -4.10621 0.48757  0.11
H 1.11614 -2.51584 0.50706  0.09
H 5.69942 -4.32412 8.51380  0.12
H 5.36809 -1.30539 2.72416  0.09
H -7.93322 -0.78072 -7.07548  0.12
H 2.76070 1.35211 -4.73198  0.12
H 2.36112 3.79386 -1.24838  0.12
H 3.44912 -0.57143 -3.31545  0.10
H -7.35807 1.63290 -7.22362  0.08
H 7.23880 0.26746 8.03148  0.10
H -7.81608 2.87133 -9.31359  0.11
H 3.04347 1.87514 0.18153  0.10
H 3.68361 -0.70065 9.54220  0.12
H 3.59385 -0.29511 -0.86077  0.10
H 4.37350 3.44059 5.54063  0.12
H -9.40195 -0.69916 -11.08437  0.12
H 1.57078 -1.59823 8.58834  0.11
H 0.08995 -3.49554 -1.09812  0.10
H 5.98709 2.00100 9.24841  0.11
H 3.46315 0.28886 2.71636  0.10
H -7.54258 3.30891 -2.38398  0.14
H -2.46401 -0.23601 -3.79105  0.11
H 4.55334 3.60102 8.01514  0.11
H 3.59075 -5.23343 7.56143  0.11
H 5.13457 -3.50196 1.60819  0.11
H -3.25749 -0.85532 -1.53943  0.08
H -6.35777 1.08416 -1.81600  0.15
H -0.35751 -1.21471 -4.67877  0.12

## Properties
HOMO level: -9.795 eV
SMILES: O=C1OC[C@@](Cl)(COO)O1.O=[N+]([O-])c1ccccc1.O=[N+]([O-])c1ccccc1.O=[N+]([O-])c1ccccc1.O=[N+]([O-])c1ccccc1.O=[N+]([O-])c1ccccc1.O=[N+]([O-])c1ccccc1
total energy: -98299.6378 eV